No. 1
A 13-piece molecular cluster, C40H108N2O20 overall, computed with the ωB97M-V functional and the def2-TZVPD basis.

Each line ends with the Löwdin charge.
CARTESIAN COORDINATES (ANGSTROEM)
C: 2.52 0.08 -6.31  -0.222
C: 1.66 1.19 -6.87  -0.252
O: 1.62 1.15 -8.29  -0.055
O: 2.50 0.12 -4.88  -0.086
H: 3.55 0.30 -6.63  0.125
H: 2.19 -0.89 -6.67  0.125
H: 2.13 2.14 -6.58  0.113
H: 0.64 1.14 -6.51  0.104
H: 2.50 1.11 -8.66  0.087
H: 2.47 -0.77 -4.51  0.098
C: 4.25 3.32 -4.20  -0.223
C: 2.92 3.70 -3.56  -0.247
O: 2.69 5.09 -3.53  -0.061
O: 4.60 1.98 -3.83  -0.088
H: 5.06 3.96 -3.88  0.121
H: 4.28 3.36 -5.30  0.111
H: 2.91 3.31 -2.54  0.098
H: 2.05 3.18 -3.99  0.105
H: 2.25 5.34 -4.36  0.039
H: 3.91 1.40 -4.17  0.034
C: -1.12 6.23 -6.37  -0.216
C: 0.03 5.38 -5.87  -0.232
O: 1.27 6.07 -5.86  -0.071
O: -0.89 6.57 -7.75  -0.068
H: -1.26 7.14 -5.77  0.124
H: -2.06 5.67 -6.37  0.122
H: 0.08 4.46 -6.47  0.122
H: -0.10 5.04 -4.84  0.104
H: 1.64 6.15 -6.74  0.100
H: -0.29 7.32 -7.71  0.079
C: -3.85 -0.15 -0.35  -0.246
C: -4.58 0.58 -1.47  -0.229
O: -5.55 1.50 -1.00  -0.059
O: -2.85 -1.00 -0.87  -0.103
H: -4.52 -0.69 0.33  0.104
H: -3.41 0.58 0.34  0.100
H: -5.12 -0.20 -2.02  0.123
H: -3.89 1.03 -2.18  0.113
H: -6.31 0.98 -0.70  0.084
H: -1.97 -0.62 -0.62  0.046
C: -5.90 -1.04 3.73  -0.239
C: -5.84 -2.26 2.82  -0.222
O: -4.60 -2.92 3.10  -0.076
O: -7.02 -0.27 3.28  -0.072
H: -4.99 -0.44 3.75  0.100
H: -6.05 -1.33 4.77  0.122
H: -5.81 -1.94 1.78  0.105
H: -6.72 -2.87 3.03  0.122
H: -4.41 -3.52 2.37  0.089
H: -7.01 0.57 3.75  0.084
C: -1.20 2.73 -3.38  -0.096
O: -0.93 1.84 -2.33  -0.192
C: -0.32 0.65 -2.81  -0.205
C: 0.48 0.04 -1.69  -0.175
N: -0.28 -0.01 -0.43  -0.035
C: 0.57 -0.46 0.69  -0.165
C: -0.20 -1.17 1.79  -0.181
O: -1.10 -0.22 2.33  -0.220
C: -2.24 -0.85 2.92  -0.070
H: -0.40 2.76 -4.12  0.061
H: -1.31 3.75 -2.99  0.093
H: -2.13 2.51 -3.92  0.094
H: 0.33 0.75 -3.68  0.099
H: -1.13 -0.05 -3.04  0.117
H: 1.43 0.59 -1.54  0.117
H: 0.82 -0.97 -1.95  0.121
H: -0.54 0.96 -0.29  0.067
H: 1.07 0.44 1.06  0.111
H: 1.23 -1.24 0.31  0.114
H: 0.58 -1.55 2.45  0.118
H: -0.77 -1.98 1.32  0.119
H: -2.04 -1.83 3.37  0.097
H: -2.95 -0.99 2.10  0.071
H: -2.74 -0.28 3.70  0.088
C: 2.26 3.49 0.76  -0.091
O: 2.63 2.14 1.03  -0.212
C: 3.74 1.77 0.23  -0.224
C: 4.07 0.32 0.55  -0.221
N: 4.44 0.18 1.94  -0.027
C: 4.70 -1.22 2.27  -0.205
C: 5.10 -1.45 3.71  -0.223
O: 4.07 -0.93 4.53  -0.219
C: 4.36 -1.07 5.90  -0.109
H: 1.70 3.58 -0.17  0.078
H: 3.12 4.17 0.73  0.094
H: 1.62 3.80 1.59  0.080
H: 4.62 2.36 0.48  0.128
H: 3.59 1.91 -0.85  0.103
H: 4.89 0.06 -0.13  0.126
H: 3.23 -0.31 0.24  0.095
H: 3.68 0.50 2.53  0.095
H: 5.48 -1.60 1.61  0.125
H: 3.79 -1.81 2.11  0.095
H: 6.00 -0.91 4.02  0.125
H: 5.27 -2.51 3.91  0.120
H: 3.54 -0.61 6.46  0.062
H: 5.31 -0.58 6.14  0.093
H: 4.45 -2.12 6.19  0.092
C: -1.49 -5.97 -0.62  -0.069
C: -1.23 -4.49 -0.88  -0.477
C: -0.78 -4.29 -2.30  -0.065
O: -2.53 -3.88 -0.76  -0.067
H: -2.24 -6.32 -1.32  0.081
H: -1.75 -6.21 0.41  0.073
H: -0.59 -6.56 -0.84  0.078
H: -0.51 -4.13 -0.13  0.116
H: -0.90 -3.26 -2.64  0.069
H: -1.37 -4.88 -3.01  0.078
H: 0.27 -4.57 -2.40  0.083
H: -2.41 -2.92 -0.66  0.040
C: 0.34 2.92 4.53  -0.038
C: 0.97 1.53 4.51  -0.434
C: 2.06 1.37 5.56  -0.054
O: -0.13 0.61 4.70  -0.090
H: -0.29 2.98 3.64  0.056
H: 1.05 3.75 4.50  0.083
H: -0.31 3.03 5.39  0.089
H: 1.48 1.26 3.57  0.127
H: 1.86 1.95 6.47  0.093
H: 3.01 1.78 5.21  0.093
H: 2.20 0.32 5.80  0.040
H: -0.48 0.47 3.79  0.049
C: -1.18 -1.27 -6.07  -0.054
C: -1.70 -2.36 -7.01  -0.492
C: -1.77 -3.70 -6.34  -0.066
O: -2.97 -1.86 -7.43  -0.048
H: -0.24 -1.49 -5.56  0.070
H: -1.92 -1.09 -5.29  0.083
H: -1.08 -0.37 -6.66  0.073
H: -1.07 -2.48 -7.89  0.134
H: -2.59 -3.76 -5.61  0.089
H: -0.92 -3.84 -5.65  0.069
H: -1.78 -4.56 -7.01  0.077
H: -3.50 -2.54 -7.84  0.090
C: 0.51 -2.40 6.46  -0.059
C: -0.51 -1.58 7.23  -0.486
C: -0.76 -2.05 8.65  -0.065
O: -0.01 -0.24 7.36  -0.078
H: 1.53 -2.24 6.79  0.078
H: 0.46 -2.31 5.37  0.055
H: 0.26 -3.46 6.65  0.081
H: -1.46 -1.56 6.68  0.134
H: 0.17 -2.10 9.23  0.082
H: -1.16 -3.06 8.73  0.076
H: -1.42 -1.37 9.19  0.077
H: 0.18 0.11 6.46  0.033
C: 1.13 -5.75 2.31  -0.040
C: 1.46 -4.27 2.37  -0.472
C: 2.27 -3.84 3.56  -0.051
O: 2.21 -3.93 1.19  -0.076
H: 0.49 -5.92 1.44  0.055
H: 0.60 -6.07 3.21  0.087
H: 2.01 -6.39 2.26  0.086
H: 0.53 -3.71 2.24  0.109
H: 2.51 -2.77 3.49  0.055
H: 3.23 -4.35 3.72  0.092
H: 1.73 -3.96 4.50  0.068
H: 2.96 -4.53 1.11  0.086
C: -3.47 3.23 2.08  -0.036
C: -2.37 3.90 1.23  -0.492
C: -1.37 2.92 0.68  -0.054
O: -2.91 4.69 0.17  -0.038
H: -4.04 2.55 1.45  0.070
H: -4.12 3.97 2.54  0.078
H: -2.96 2.71 2.89  0.073
H: -1.80 4.54 1.92  0.131
H: -0.43 3.34 0.32  0.070
H: -1.88 2.41 -0.15  0.074
H: -1.17 2.19 1.47  0.069
H: -3.49 5.33 0.59  0.086

For the lowest unoccupied orbital energy, the calculation gives 0.15 eV. Its net charge is 0. For the HOMO-LUMO gap, the calculation gives 8.977 eV.

=====

No. 2
One molecule with the formula C14H25NO6S, computed with the ωB97M-V functional and the def2-TZVPD basis.

Each line ends with the Löwdin charge.
CARTESIAN COORDINATES (ANGSTROEM)
C: 3.76 -2.53 0.48  -0.060
C: 3.25 -1.11 0.28  -0.196
H: 2.38 -1.09 -0.38  0.093
H: 4.03 -0.47 -0.13  0.127
O: 2.90 -0.48 1.52  -0.009
C: 1.77 -0.87 2.11  -0.576
O: 1.04 -1.73 1.72  0.102
C: 1.57 -0.08 3.39  -0.354
H: 2.26 0.76 3.45  0.091
H: 1.71 -0.75 4.24  0.089
S: -0.14 0.53 3.55  0.907
C: -0.11 1.97 2.44  -0.402
H: 0.69 2.65 2.75  0.092
H: -1.07 2.45 2.61  0.088
C: 0.06 1.61 0.97  -0.265
N: -0.85 0.56 0.58  0.114
C: -0.54 -0.32 -0.41  -0.556
O: 0.48 -0.26 -1.05  0.084
O: -1.54 -1.19 -0.55  0.049
C: -1.41 -2.30 -1.47  -0.564
C: -2.68 -3.13 -1.22  -0.023
H: -2.71 -3.97 -1.91  0.087
H: -3.56 -2.51 -1.37  0.085
H: -2.68 -3.50 -0.20  0.089
C: -0.17 -3.13 -1.15  -0.018
H: -0.23 -4.10 -1.64  0.089
H: -0.09 -3.27 -0.08  0.086
H: 0.73 -2.62 -1.50  0.076
C: -1.38 -1.79 -2.91  -0.017
H: -2.28 -1.21 -3.12  0.089
H: -0.51 -1.15 -3.06  0.079
H: -1.32 -2.62 -3.60  0.089
H: -1.73 0.47 1.05  0.154
C: -0.13 2.90 0.15  -0.459
O: 0.62 3.83 0.22  0.126
O: -1.21 2.84 -0.61  0.012
C: -1.50 3.98 -1.43  -0.202
C: -2.23 5.06 -0.64  -0.060
H: -1.60 5.43 0.16  0.075
H: -3.14 4.65 -0.20  0.077
H: -2.49 5.88 -1.29  0.078
H: -0.56 4.38 -1.82  0.124
H: -2.11 3.60 -2.24  0.125
H: 1.08 1.27 0.76  0.154
H: 4.59 -2.54 1.18  0.078
H: 4.08 -2.93 -0.47  0.079
H: 2.96 -3.16 0.87  0.070

For the lowest unoccupied orbital energy, the calculation gives 0.67 eV. As for the energy above the lowest of the compared OMol25 structures with the same formula, charge and spin: 3.65 kcal per mole. The SMILES is CCOC(=O)CSC[C@@H](NC(=O)OC(C)(C)C)C(=O)OCC. Its net charge is 0. For the HOMO-LUMO gap, the calculation gives 9.631 eV.

=====

No. 3
A 2-piece molecular cluster, C5H14N2 overall, computed with the ωB97M-V functional and the def2-TZVPD basis.

Each line ends with the Löwdin charge.
CARTESIAN COORDINATES (ANGSTROEM)
C: -1.91 -0.61 0.20  -0.378
C: -2.35 0.86 -0.17  -0.250
C: -1.19 1.74 0.00  -0.151
C: 2.94 -1.24 -0.04  -0.089
C: 1.71 -0.37 -0.17  -0.429
N: 1.83 0.51 -1.30  0.107
N: -1.52 -0.63 1.53  0.108
H: -1.31 -1.10 -0.54  0.099
H: -2.86 -1.19 0.01  0.138
H: -2.82 0.97 -1.13  0.099
H: -3.03 0.94 0.68  0.096
H: -1.30 2.81 -0.10  0.067
H: -0.52 1.53 -0.81  0.050
H: 2.73 -2.03 0.68  0.071
H: 2.96 -1.68 -1.09  0.100
H: 3.81 -0.74 0.32  0.064
H: 0.76 -0.83 -0.42  0.064
H: 1.51 0.13 0.76  0.109
H: 2.71 0.98 -1.11  0.025
H: -0.76 1.58 0.98  0.060
H: -1.40 -1.63 1.72  0.038

For the lowest unoccupied orbital energy, the calculation gives -3.43 eV. As for the energy above the lowest of the compared OMol25 structures with the same formula, charge and spin: 187.95 kcal per mole. Its net charge is 0. For the HOMO-LUMO gap, the calculation gives 3.563 eV.

=====

No. 4
A 7-piece molecular cluster, C6H22O8 overall, computed with the ωB97M-V functional and the def2-TZVPD basis.

Each line ends with the Löwdin charge.
CARTESIAN COORDINATES (ANGSTROEM)
O: 2.22 -2.36 3.72  0.091
C: 2.04 -1.21 3.40  -0.524
O: 3.15 -0.51 3.04  0.072
C: 0.84 -0.36 3.19  -0.074
C: 0.85 0.26 1.73  -0.209
C: -0.14 -0.31 0.78  -0.130
C: 0.36 -0.83 -0.36  -0.110
C: -0.40 -1.06 -1.68  -0.088
H: 3.91 -1.09 3.12  0.121
H: 0.93 0.52 3.89  0.140
H: -0.08 -0.95 3.34  0.126
H: 1.87 0.20 1.38  0.074
H: 0.71 1.36 1.89  0.123
H: -1.16 -0.35 1.02  0.079
H: 1.41 -0.82 -0.53  0.087
H: -1.33 -1.63 -1.54  0.079
H: 0.10 -1.67 -2.43  0.071
H: -0.59 -0.10 -2.14  0.041
H: 1.36 1.89 -0.58  0.036
H: 2.75 2.49 -0.29  0.055
O: 2.23 1.68 -0.23  -0.040
H: -1.84 1.79 0.95  0.012
H: -2.51 2.84 -0.10  0.006
O: -1.91 2.69 0.63  -0.037
H: 2.19 -4.31 -0.95  0.033
H: 2.72 -3.75 0.37  0.029
O: 2.79 -3.65 -0.59  -0.056
H: -2.70 -0.85 -4.15  0.061
H: -2.61 -0.12 -2.88  -0.004
O: -2.20 -0.11 -3.77  -0.086
H: -3.03 0.55 -0.38  0.035
H: -3.32 1.68 -1.37  0.024
O: -3.41 0.72 -1.25  -0.050
H: -1.11 2.52 -1.87  0.033
H: -2.24 2.07 -2.94  0.018
O: -1.86 2.78 -2.41  -0.039

For the lowest unoccupied orbital energy, the calculation gives 0.23 eV. As for the energy above the lowest of the compared OMol25 structures with the same formula, charge and spin: 1.31 kcal per mole. The SMILES is C/C=C/CCC(=O)O.O.O.O.O.O.O. Its net charge is 0. For the HOMO-LUMO gap, the calculation gives 9.659 eV.